Record 1
Computed, not measured: a 2-piece molecular cluster, C25H42BClNO5 overall, with ωB97M-V/def2-TZVPD.

ORCA input file:
```
! RIJCOSX wB97M-V def2-TZVPD def2/J DEFGRID3
* xyz 1 1
H -0.225 1.109 0.915
H -0.493 -1.513 2.919
H 2.934 -0.408 1.877
C 2.251 0.482 -0.006
H 1.657 -0.356 -0.369
H 2.459 -2.281 -1.105
C -1.833 8.759 -0.413
B -4.859 -2.211 -0.430
H -0.095 -3.844 3.272
O -2.420 5.552 -2.875
H -1.903 7.286 1.208
C -2.112 7.878 -2.687
H -0.649 -4.310 1.716
C -1.968 7.383 0.132
O -1.658 9.708 0.317
H 5.349 -3.062 -1.249
O -4.886 -2.928 0.747
C 1.605 -4.126 0.468
H 3.440 0.076 -1.771
H -2.730 -2.566 -1.894
H 3.706 -3.782 0.879
H -2.179 7.976 -3.763
C 2.396 0.452 1.505
O -2.137 2.883 1.172
C -3.343 -0.326 0.562
C 3.239 -3.043 -1.117
C -2.158 6.339 -0.669
C 3.575 0.556 -0.810
H -1.823 9.933 -2.262
H 3.747 1.606 -1.028
C -1.094 0.883 0.306
H -1.946 -2.427 2.589
H -3.789 0.649 0.417
C -2.245 6.504 -2.143
H 1.402 0.405 1.950
C -1.071 -1.566 0.863
H 4.181 -1.781 0.913
H -1.865 -1.211 -1.741
H 4.618 -1.709 -2.049
O -5.872 -2.363 -1.344
H 1.594 -2.309 1.648
H -5.693 -3.056 -1.985
H 1.966 -3.765 2.512
H -2.260 5.330 -0.291
N -2.438 -1.869 -1.213
H -0.074 -1.281 0.536
C -1.886 2.151 0.211
H 5.677 0.281 -0.718
C 1.317 -3.355 1.746
H 4.967 0.543 0.843
H -1.895 -0.027 2.047
C -1.625 -2.539 -0.162
C -0.129 -3.514 2.241
H 1.264 -5.151 0.551
H 5.849 -1.725 0.458
H -4.636 -3.846 0.615
C -3.655 -1.158 -0.693
H -0.837 -3.073 -0.672
C -1.922 8.923 -1.886
H -2.213 -3.295 0.343
H 1.684 1.378 -0.244
C -0.936 -2.223 2.231
H 3.125 -3.561 -2.064
H 2.840 1.364 1.881
H 1.026 -3.668 -0.335
H -3.875 -0.783 1.388
Cl -2.523 2.557 -1.404
C -1.874 -0.244 0.989
C 4.579 -2.303 -1.144
H -0.694 0.591 -0.660
C 4.850 -1.476 0.115
H 3.339 -5.011 -0.342
C 3.079 -4.030 0.034
C 4.815 0.037 -0.103
H -4.012 -0.499 -1.476
*
```

The HOMO energy is -11.68 eV. For the LUMO energy, the calculation gives -0.133 Eh. For the total energy, the calculation gives -51527.506 eV.


Record 2
Computed, not measured: C25H42BrNOP2Pd as an isolated structure, with ωB97M-V/def2-TZVPD.

ORCA input file:
```
! RIJCOSX wB97M-V def2-TZVPD def2/J DEFGRID3
* xyz 4 5
C -2.258 1.767 -0.910
C -2.200 -2.025 -1.735
C 6.666 1.830 -1.380
H -1.552 1.546 -4.713
H -1.282 -5.218 0.929
C -1.173 1.041 -1.401
Pd 0.242 -0.138 -0.364
C -5.680 4.312 -4.966
H 6.720 -2.444 1.310
C -6.095 5.640 -4.749
H 0.535 -3.923 -0.022
H -2.422 1.821 0.170
H 7.082 -2.466 -3.357
N -7.200 5.697 -6.870
H -5.822 6.173 -3.842
H -1.750 -4.886 -0.744
C 0.082 -2.538 -3.829
H -5.250 3.654 -2.921
H -7.156 3.993 -8.033
C -2.857 2.322 -3.209
H 4.699 0.954 -1.551
C 0.624 -2.560 -2.394
H 5.698 -2.471 -4.460
H -0.288 -2.892 1.158
P -0.531 -2.118 -1.067
H 4.595 -2.591 -0.300
C 5.334 -1.363 -2.655
H -3.993 -0.924 -1.362
H -1.095 -0.452 2.455
H 5.138 -2.859 1.986
H -2.435 -3.041 -2.092
H 0.922 -2.397 -4.519
P 6.157 -0.925 -1.050
C -6.043 3.707 -6.192
H -3.968 2.954 -1.480
C -1.563 -4.422 0.232
H 4.279 -1.589 -2.439
H -3.299 2.989 -5.228
C -3.110 2.397 -1.818
C 5.006 -1.694 0.180
C 5.704 -2.069 1.484
C -1.744 1.601 -3.648
H 0.980 -3.557 -2.114
C -3.283 -1.524 -0.782
H -3.820 -2.343 -0.296
C 5.988 -2.512 -3.406
H 4.159 -1.022 0.396
C -0.417 -3.418 0.198
Br 1.676 -0.936 1.518
H -2.502 -3.981 0.590
H -2.153 -1.374 -2.614
C -6.841 6.289 -5.732
H -0.018 0.418 -3.080
C -0.895 0.967 -2.753
O -1.445 -0.031 1.663
C -6.820 4.440 -7.095
H 5.673 -3.484 -3.014
C -4.866 3.611 -3.951
H 5.336 0.993 0.115
H 5.774 -1.220 2.170
H 1.465 -1.858 -2.283
H -5.763 2.685 -6.427
H -0.408 -3.487 -4.074
H 6.479 2.798 -0.906
H 5.375 -0.451 -3.267
C 5.604 0.835 -0.938
H 7.674 1.506 -1.093
C -3.699 2.986 -4.198
H -2.868 -0.872 0.003
H -2.304 0.358 1.915
H 6.658 1.979 -2.463
H -7.160 7.323 -5.587
H -0.629 -1.722 -4.008
*
```

The HOMO energy (alpha / beta) is -19.14 / -18.66 eV. For the LUMO energy (alpha / beta), the calculation gives -0.469 / -0.560 Eh. For the total energy, the calculation gives -122198.178 eV. Its energy relative to the best compared isomer or geometry (same formula, charge and spin) is 0.0 kJ/mol. Its expectation value of S² is 6.04.


Record 3
Computed, not measured: C25H42Cl3CoN4O3Si as an isolated structure, with ωB97M-V/def2-TZVPD.

ORCA input file:
```
! RIJCOSX wB97M-V def2-TZVPD def2/J DEFGRID3
* xyz -1 4
H -1.641 4.443 -4.862
C -1.172 3.024 1.566
H -2.491 -2.670 -3.838
C 1.011 3.499 2.572
H -0.308 5.891 2.161
C -1.845 -0.615 4.968
H -0.615 -4.635 3.547
H -2.484 4.100 -1.347
H -1.752 5.367 -2.300
O -0.765 2.098 0.822
H 0.325 -3.760 -4.116
C 0.417 -1.211 4.459
Co -0.717 2.181 -1.239
H 1.325 -1.802 4.561
C -1.030 -1.565 -0.900
H -1.060 4.976 -0.748
H 2.612 -0.235 -1.336
H -0.744 5.287 3.802
Cl -2.771 1.365 -1.422
C 2.731 -1.151 -1.922
H 4.266 -2.907 0.528
C -1.514 4.524 -1.634
H -0.719 3.000 -5.259
O 0.059 -0.817 -0.994
H 1.416 -4.084 2.160
H -2.792 -3.502 3.054
C -1.751 0.387 3.989
N 3.090 -2.261 -1.045
C -1.924 -3.340 2.403
H 1.166 -2.558 0.203
C -0.871 5.126 2.721
H -2.600 1.039 3.774
H 3.868 -3.455 -2.607
C -1.856 -1.910 -3.351
C 3.686 -2.028 0.170
H -2.785 -0.737 5.505
H 1.839 4.482 -2.155
H 1.326 3.984 3.496
H 1.175 2.425 2.665
H -1.100 -4.814 -3.931
C 0.303 -2.830 0.809
H -2.243 3.317 1.556
N -0.655 0.606 3.271
H 1.177 0.317 1.605
H 1.637 3.882 1.758
Cl -0.017 0.967 -2.889
H -2.478 -1.048 -3.087
H -1.887 -0.863 -0.891
H 1.309 5.256 -3.668
N 1.350 -0.174 2.483
H 1.936 3.590 -3.692
H 1.776 -1.391 -2.402
C -0.726 -1.417 5.223
H 2.165 -0.777 2.501
N -0.396 3.794 2.355
C -1.181 -2.469 -2.142
C -2.044 -2.501 1.279
C -0.569 -3.664 -2.159
C 0.431 -3.674 1.920
O 3.575 -0.988 0.818
C -1.330 3.460 -4.478
H -2.976 -1.984 1.038
C -0.947 -2.332 0.444
H 2.279 -3.968 -1.981
C 0.369 -0.258 3.405
H 3.745 -4.241 -0.994
C -0.218 -4.411 -3.406
H -1.123 -1.580 -4.107
H 0.442 -5.256 -3.155
H -0.754 -2.192 5.985
Cl 1.502 2.425 -0.682
H -0.276 -4.146 -1.223
H 3.493 -1.015 -2.707
Si -0.389 3.608 -2.864
C 1.333 4.306 -3.117
H -1.934 5.169 2.455
H -2.239 2.856 -4.369
C 3.258 -3.555 -1.697
C -0.702 -3.962 2.683
*
```

The HOMO energy (alpha / beta) is -3.18 / -3.07 eV. For the LUMO energy (alpha / beta), the calculation gives 0.084 / 0.080 Eh. For the total energy, the calculation gives -121782.742 eV. Its energy relative to the best compared isomer or geometry (same formula, charge and spin) is 526.5 kJ/mol. Its expectation value of S² is 3.78.


Please write out number 1 again, unchanged.
Computed, not measured: a 2-piece molecular cluster, C25H42BClNO5 overall, with ωB97M-V/def2-TZVPD.

ORCA input file:
```
! RIJCOSX wB97M-V def2-TZVPD def2/J DEFGRID3
* xyz 1 1
H -0.225 1.109 0.915
H -0.493 -1.513 2.919
H 2.934 -0.408 1.877
C 2.251 0.482 -0.006
H 1.657 -0.356 -0.369
H 2.459 -2.281 -1.105
C -1.833 8.759 -0.413
B -4.859 -2.211 -0.430
H -0.095 -3.844 3.272
O -2.420 5.552 -2.875
H -1.903 7.286 1.208
C -2.112 7.878 -2.687
H -0.649 -4.310 1.716
C -1.968 7.383 0.132
O -1.658 9.708 0.317
H 5.349 -3.062 -1.249
O -4.886 -2.928 0.747
C 1.605 -4.126 0.468
H 3.440 0.076 -1.771
H -2.730 -2.566 -1.894
H 3.706 -3.782 0.879
H -2.179 7.976 -3.763
C 2.396 0.452 1.505
O -2.137 2.883 1.172
C -3.343 -0.326 0.562
C 3.239 -3.043 -1.117
C -2.158 6.339 -0.669
C 3.575 0.556 -0.810
H -1.823 9.933 -2.262
H 3.747 1.606 -1.028
C -1.094 0.883 0.306
H -1.946 -2.427 2.589
H -3.789 0.649 0.417
C -2.245 6.504 -2.143
H 1.402 0.405 1.950
C -1.071 -1.566 0.863
H 4.181 -1.781 0.913
H -1.865 -1.211 -1.741
H 4.618 -1.709 -2.049
O -5.872 -2.363 -1.344
H 1.594 -2.309 1.648
H -5.693 -3.056 -1.985
H 1.966 -3.765 2.512
H -2.260 5.330 -0.291
N -2.438 -1.869 -1.213
H -0.074 -1.281 0.536
C -1.886 2.151 0.211
H 5.677 0.281 -0.718
C 1.317 -3.355 1.746
H 4.967 0.543 0.843
H -1.895 -0.027 2.047
C -1.625 -2.539 -0.162
C -0.129 -3.514 2.241
H 1.264 -5.151 0.551
H 5.849 -1.725 0.458
H -4.636 -3.846 0.615
C -3.655 -1.158 -0.693
H -0.837 -3.073 -0.672
C -1.922 8.923 -1.886
H -2.213 -3.295 0.343
H 1.684 1.378 -0.244
C -0.936 -2.223 2.231
H 3.125 -3.561 -2.064
H 2.840 1.364 1.881
H 1.026 -3.668 -0.335
H -3.875 -0.783 1.388
Cl -2.523 2.557 -1.404
C -1.874 -0.244 0.989
C 4.579 -2.303 -1.144
H -0.694 0.591 -0.660
C 4.850 -1.476 0.115
H 3.339 -5.011 -0.342
C 3.079 -4.030 0.034
C 4.815 0.037 -0.103
H -4.012 -0.499 -1.476
*
```

The HOMO energy is -11.68 eV. For the LUMO energy, the calculation gives -0.133 Eh. For the total energy, the calculation gives -51527.506 eV.